20
Properties=species:S:1:pos:R:3:mulliken_charge:R:1 method="wB97M-V/def2-TZVPD" e_lumo_ha=0.0294 gap_ev=8.18 energy_ha=-1236.48188 de_lowest_kj_mol=56.47 smiles=NP(N)C([SiH3])P(N)N max_force_ev_per_a=3.61 homo_ev=-7.38
N 0.55732 0.74779 2.01175 -0.51
P 1.23898 -0.44308 1.05459 -0.05
N 0.19485 -1.71783 1.57292 -0.40
C 0.72416 -0.29715 -0.74186 -0.38
Si 1.84979 1.19835 -1.37336 0.43
P -1.02709 -0.14022 -1.47647 0.17
N -1.91069 0.77440 -0.20525 -0.63
N -1.63216 -1.64379 -1.07927 -0.36
H 0.98569 1.58063 2.15385 0.23
H -0.47755 0.75264 2.01722 0.25
H 0.67388 -2.27095 2.19083 0.22
H -0.80231 -1.54752 1.68509 0.23
H 1.25872 -1.26738 -1.04821 0.31
H 3.04301 0.88042 -1.98929 -0.16
H 2.23326 1.61333 -0.04594 -0.15
H 0.87666 1.73774 -2.35853 -0.09
H -1.22235 1.38722 0.18270 0.22
H -2.68040 1.22064 -0.71643 0.27
H -2.39269 -1.89296 -0.57990 0.22
H -1.14105 -2.43665 -1.31101 0.18